Entry 1:
Computed, not measured: a cluster of 2 separate species, CH3F3N2O in total at a distorted geometry, with wB97M-V/def2-TZVPD.

Values from the calculation:
**Total energy**: -14256.363 eV
**Total charge**: 0
**HOMO-LUMO gap (spin up / spin down)**: 8.9 / 10.7 eV
**Maximum force**: 0.07164 Eh/bohr
**ΔE to the lowest compared entry with this formula, charge and spin**: 6.637 eV
**M**: 116.0 g mol⁻¹

CARTESIAN COORDINATES (ANGSTROEM)
C1 0.739905 -0.834272 1.075756
N1 0.536112 0.956246 -0.400726
N2 -1.582987 0.794744 -1.332471
O1 0.380648 0.457691 0.817156
F1 0.643260 2.286244 -0.266683
F2 -1.258658 0.413599 -2.583060
F3 -2.051356 -0.391630 -0.804274
H1 1.408267 -1.259883 0.372906
H2 -0.101677 -1.394788 1.037653
H3 1.286486 -1.027950 2.083744

Forces on atoms 1 to 2 (eV/Å):
C 3.087 -1.265 1.563
N 0.703 -1.986 -1.054

***

Entry 2:
Computed, not measured: a structure of composition C36H34BF5N5O3OsSbSe at a distorted geometry, with wB97M-V/def2-TZVPD.

Values from the calculation:
**Total energy**: -140077.452 eV
**Total charge**: +2
**HOMO-LUMO gap**: 6.5 eV
**Maximum force**: 0.04414 Eh/bohr
**ΔE to the lowest compared entry with this formula, charge and spin**: 0.362 eV
**M**: 1081.5 g mol⁻¹

CARTESIAN COORDINATES (ANGSTROEM)
Os1 0.220089 0.805726 0.370323
C1 0.452076 2.403790 -2.660292
C2 -0.938115 2.386087 -2.137462
C3 -1.926018 3.037294 -2.867992
C4 -3.229421 3.046365 -2.435498
C5 -3.520782 2.393944 -1.245807
C6 -2.525706 1.752704 -0.538224
N1 -1.225386 1.753099 -0.968730
Sb1 -3.284252 0.903894 1.281246
C7 -1.951991 -0.637249 1.863981
C8 -2.535485 -1.585095 2.679751
C9 -1.782239 -2.647566 3.148470
C10 -0.466785 -2.709210 2.764370
C11 0.103581 -1.727138 1.958192
C12 1.560702 -1.933630 1.667701
N2 -0.646880 -0.681403 1.513545
C13 -1.937032 2.237745 2.249769
C14 -2.210798 2.977296 3.381016
C15 -1.264730 3.889208 3.830399
C16 -0.125810 4.082572 3.073011
C17 0.084192 3.324828 1.931578
C18 1.245547 3.644474 1.036286
N3 -0.788115 2.367711 1.559035
H1 0.483176 2.883227 -3.635043
H2 0.834737 1.389706 -2.754623
H3 1.093550 2.978884 -1.990525
H4 -1.642897 3.525543 -3.789435
H5 -4.005795 3.531633 -3.012476
H6 -4.536558 2.373639 -0.871277
H7 -3.583569 -1.500263 2.937319
H8 -2.214637 -3.404158 3.789639
H9 0.166504 -3.524745 3.086774
H10 1.701807 -2.927775 1.243657
H11 2.110908 -1.902893 2.607822
H12 2.010870 -1.208915 1.005230
H13 -3.146990 2.843720 3.905900
H14 -1.430663 4.463706 4.732244
H15 0.609526 4.825549 3.351753
H16 2.142756 3.870407 1.609971
H17 1.001212 4.514295 0.422063
H18 1.493234 2.823959 0.355236
C19 -0.868117 -2.443378 -3.894697
C20 -1.527147 -1.379516 -3.041975
C21 -2.279984 -0.391034 -3.915029
O1 -0.484508 -0.609632 -2.346900
B1 -0.931407 -0.328367 -1.087358
O2 -2.118513 -0.961127 -0.802691
C22 -2.378451 -1.939194 -1.860444
C23 -1.894805 -3.283392 -1.336953
C24 -3.871182 -1.976398 -2.111723
H19 -0.348483 -1.978776 -4.732765
H20 -1.620734 -3.121174 -4.301194
H21 -0.147669 -3.025281 -3.328253
H22 -1.575205 0.092969 -4.591872
H23 -2.769093 0.378345 -3.314860
H24 -3.039019 -0.891718 -4.515944
H25 -0.817303 -3.285441 -1.165884
H26 -2.134121 -4.091154 -2.027582
H27 -2.388178 -3.489230 -0.386341
H28 -4.269884 -0.986874 -2.328877
H29 -4.381399 -2.369017 -1.231453
H30 -4.101680 -2.635380 -2.950022
Se1 3.288430 1.600473 -1.254827
N4 2.010263 0.353831 -0.879451
C25 2.401679 -0.780008 -1.480132
C26 1.781088 -2.061726 -1.398845
C27 2.347302 -3.109749 -2.042673
C28 3.545061 -2.988705 -2.823887
C29 4.174146 -1.801322 -2.934803
C30 3.624509 -0.670428 -2.246136
N5 4.203540 0.512052 -2.258336
H31 0.879433 -2.187518 -0.824389
H32 1.881268 -4.085501 -1.972418
H33 3.942248 -3.867457 -3.312901
H34 5.086513 -1.670897 -3.499730
F1 5.046975 -0.055938 5.923976
C31 4.151471 0.162391 4.974533
C32 2.794715 0.072525 5.256040
F2 2.388052 -0.246060 6.477717
C33 1.871828 0.311259 4.256765
F3 0.567116 0.207408 4.543602
C34 2.249354 0.657021 2.952526
O3 1.246105 0.930537 2.110450
C35 3.612996 0.718274 2.701051
F4 4.056412 1.024582 1.469153
C36 4.555818 0.483539 3.690229
F5 5.846721 0.565195 3.396424

Forces on atoms 1 to 2 (eV/Å):
Os -0.801 2.122 -0.091
C -0.019 -0.070 0.054

***

Entry 3:
Computed, not measured: a cluster of 2 separate species, C3H8N2 in total at a distorted geometry, with wB97M-V/def2-TZVPD.

Values from the calculation:
**SMILES string**: [H]/N=C/N.C=C
**Total energy**: -6219.007 eV
**Total charge**: 0
**HOMO-LUMO gap**: 10.1 eV
**Maximum force**: 0.04413 Eh/bohr
**ΔE to the lowest compared entry with this formula, charge and spin**: 2.840 eV
**M**: 72.1 g mol⁻¹

CARTESIAN COORDINATES (ANGSTROEM)
H1 -0.154187 -0.870117 -3.425419
N1 -0.990763 -0.300645 -3.526878
C1 -0.976799 0.354883 -2.426431
N2 -1.610602 1.527094 -2.104607
H2 -0.206912 0.249983 -1.657267
H3 -2.161450 2.037433 -2.766660
H4 -1.187335 2.147099 -1.435812
C2 1.204825 -1.070004 2.273185
C3 1.325752 -0.655963 3.524776
H5 0.698215 -1.983169 1.974360
H6 1.504026 -0.559145 1.358563
H7 0.586110 -0.981359 4.260000
H8 1.969120 0.103910 3.952191

Forces on atoms 1 to 2 (eV/Å):
H -0.409 -0.740 -0.413
N -0.037 0.577 1.055

***

Entry 4:
Computed, not measured: an isolated molecule of C15H15N3O at a distorted geometry, with wB97M-V/def2-TZVPD.

Values from the calculation:
**SMILES string**: Cn1cnc([C@@H]2CNC(=O)/C2=C/c2ccccc2)c1
**Total energy**: -22314.046 eV
**Total charge**: 0
**HOMO-LUMO gap**: 8.3 eV
**Maximum force**: 0.11270 Eh/bohr
**ΔE to the lowest compared entry with this formula, charge and spin**: 2.858 eV
**M**: 253.3 g mol⁻¹

CARTESIAN COORDINATES (ANGSTROEM)
C1 -3.637580 -0.240468 0.565934
N1 -2.542306 -1.207194 0.508563
C2 -2.123773 -2.208931 1.430140
N2 -0.893115 -2.607969 1.194196
C3 -0.458985 -1.728421 0.103151
C4 0.920652 -1.650217 -0.576614
C5 1.719010 -2.900906 -0.612972
N3 2.485640 -2.920035 0.622659
C6 2.663783 -1.600069 1.122323
O1 3.764148 -1.231923 1.569129
C7 1.841906 -0.731144 0.228727
C8 1.794915 0.628102 0.457533
C9 1.016836 1.670697 -0.006816
C10 0.648893 2.742471 0.801298
C11 0.004828 3.869653 0.179013
C12 -0.355516 3.931136 -1.181206
C13 -0.146340 2.805315 -1.945312
C14 0.568489 1.745695 -1.362656
C15 -1.520774 -0.920905 -0.322647
H1 -3.196074 0.765259 0.490171
H2 -4.128761 -0.383398 1.569531
H3 -4.296059 -0.536939 -0.216115
H4 -2.782742 -2.557880 2.194593
H5 0.834581 -1.281617 -1.605629
H6 1.076968 -3.744361 -0.525545
H7 2.283422 -2.925121 -1.569967
H8 3.241667 -3.518964 0.783690
H9 2.506244 0.896910 1.251586
H10 0.914191 2.869524 1.780291
H11 -0.225619 4.737400 0.787581
H12 -0.810152 4.784813 -1.535563
H13 -0.447560 2.766499 -2.983069
H14 0.723057 0.870368 -1.998584
H15 -1.443872 -0.187378 -1.197413

Forces on atoms 1 to 2 (eV/Å):
C 0.225 -1.022 2.097
N -0.184 -0.200 1.252

***

Entry 5:
Computed, not measured: a cluster of 7 separate species, C7H25Cl2F6N4O5S in total at a distorted geometry, with wB97M-V/def2-TZVPD.

Values from the calculation:
**Total energy**: -76029.661 eV
**Expectation value of S²**: 0.750
**Total charge**: +2
**Spin multiplicity**: 2
**HOMO-LUMO gap (spin up / spin down)**: 5.0 / 8.4 eV
**Maximum force**: 0.07668 Eh/bohr
**M**: 462.3 g mol⁻¹

CARTESIAN COORDINATES (ANGSTROEM)
N1 -1.562938 -4.222505 0.147093
H1 -2.421148 -4.741735 0.028853
H2 -1.072098 -4.783995 0.828203
H3 -1.669228 -3.237355 0.342713
H4 -0.977168 -4.210305 -0.675597
N2 1.314302 -2.691555 1.098083
H5 1.698682 -2.213545 1.900483
H6 0.392172 -2.344565 0.875853
H7 1.355652 -3.693385 1.219403
H8 1.790042 -2.340145 0.279373
N3 2.419652 0.494495 -0.460667
H9 2.624502 -0.450485 -0.752477
H10 1.466472 0.401665 -0.139847
H11 2.372532 1.233865 -1.147107
H12 2.902302 0.762235 0.385183
N4 -0.317468 -2.787225 4.378513
H13 -1.109888 -2.860105 5.000503
H14 -0.302568 -1.983425 3.767143
H15 -0.260988 -3.636325 3.834523
H16 0.557322 -2.630305 4.858323
C1 -2.292958 1.051645 1.467363
F1 -3.192348 0.880375 2.397353
F2 -2.912988 1.299795 0.278523
F3 -1.639718 2.139465 1.810503
S1 -1.099768 -0.472435 1.288183
O1 0.064602 -0.020075 0.465603
O2 -0.650798 -0.874855 2.602323
O3 -1.791508 -1.546445 0.590023
C2 -2.845318 0.379405 -3.129397
C3 -1.281818 0.495785 -2.823057
O4 -0.650428 0.951805 -4.011987
C4 0.687522 1.022325 -4.045997
O5 1.475312 0.873005 -3.097457
C5 1.220162 1.432305 -5.420057
F4 0.367652 1.939195 -6.272167
F5 2.150152 2.377895 -5.120017
F6 1.779822 0.406205 -5.994117
H17 -3.306248 -0.247225 -2.365867
H18 -3.037318 -0.004155 -4.131457
H19 -3.349028 1.343975 -3.066267
H20 -1.008328 -0.551115 -2.691487
H21 -1.157338 0.921165 -1.827237
Cl1 1.415422 3.618035 4.313283
C6 0.998082 3.874845 2.590453
C7 2.298032 4.209935 1.756693
Cl2 1.920022 4.239875 0.092163
H22 0.238172 4.642265 2.443123
H23 0.465032 3.005535 2.205403
H24 3.066052 3.449335 1.897143
H25 2.869752 5.096835 2.029893

Forces on atoms 1 to 2 (eV/Å):
N 0.120 -1.184 -0.676
H -0.848 0.186 -0.689

***

Entry 6:
Computed, not measured: a structure of composition C30H47Cl3CoN3O6Si at a distorted geometry, with wB97M-V/def2-TZVPD.

Values from the calculation:
**Total energy**: -131700.399 eV
**Expectation value of S²**: 6.013
**Total charge**: 0
**Spin multiplicity**: 5
**HOMO-LUMO gap (spin up / spin down)**: 9.0 / 4.6 eV
**Maximum force**: 0.08942 Eh/bohr
**ΔE to the lowest compared entry with this formula, charge and spin**: 1.064 eV
**M**: 739.1 g mol⁻¹

CARTESIAN COORDINATES (ANGSTROEM)
C1 2.744698 3.960193 -1.186087
C2 3.627085 3.109872 -2.040555
H1 3.305040 4.289999 -0.303390
H2 1.864288 3.385441 -0.881471
H3 2.430677 4.876078 -1.710058
C3 4.892764 3.479865 -2.337718
C4 5.552550 4.696815 -1.784387
H4 5.487456 2.897180 -3.049892
H5 5.434784 4.790623 -0.693964
H6 5.178318 5.626952 -2.239363
H7 6.621351 4.653914 -2.013705
Co1 -1.011577 1.018516 -0.986282
Cl1 -0.650706 1.424367 -3.108868
C5 -1.530391 -1.804101 -1.481091
O1 -1.007540 -0.979982 -0.667375
N1 -1.431563 -3.138977 -1.330081
C6 -0.878629 -3.672926 -0.078717
C7 -1.460764 -3.956290 -2.551407
H8 -2.086973 -1.480410 -2.378378
H9 -1.367984 -3.197761 0.787730
H10 0.206202 -3.481559 -0.004697
H11 -1.061260 -4.750952 -0.060637
H12 -2.323456 -3.652656 -3.165190
H13 -1.540067 -5.019947 -2.294478
H14 -0.547597 -3.793649 -3.155072
H15 -4.485920 -4.053209 3.586095
H16 -6.036784 -1.960473 3.027329
C8 -3.787688 -3.338187 4.033386
C9 -5.282459 -1.412613 3.607545
N2 -3.978524 -2.027029 3.440564
H17 -2.758196 -3.659109 3.856931
C10 -2.970020 -1.441652 2.754215
O2 -1.822529 -1.894410 2.711914
H18 -5.248622 -0.374952 3.257916
H19 -3.263483 -0.507543 2.223723
H20 -3.997994 -3.306010 5.107445
H21 -5.581048 -1.453233 4.664349
H22 -0.746926 2.025829 3.852324
H23 2.118201 1.902221 3.124843
C11 -0.212863 1.573419 4.707930
C12 2.152355 1.273423 4.022464
N3 0.851038 0.677946 4.276185
H24 -0.911912 0.993082 5.321993
C13 0.685399 -0.672976 4.277106
O3 1.500637 -1.487858 3.840138
H25 2.883443 0.477548 3.881823
H26 -0.287616 -0.998080 4.717436
H27 0.220496 2.364082 5.332715
H28 2.416343 1.905912 4.880247
O4 2.166796 1.240216 -1.595666
C14 2.972486 1.839483 -2.606525
C15 5.183750 0.557267 -2.964543
C16 3.915792 0.942931 -3.414347
H29 5.525413 0.913106 -1.984979
C17 5.967592 -0.292767 -3.745679
H30 2.222728 2.210586 -3.324725
C18 3.465697 0.535797 -4.683669
H31 6.930141 -0.606379 -3.344038
C19 5.505863 -0.743677 -4.974118
C20 4.277212 -0.300757 -5.467332
H32 2.464086 0.846523 -4.999634
H33 6.130448 -1.405947 -5.565426
H34 3.910208 -0.596807 -6.453788
Si1 2.035744 -0.197048 -0.625430
Cl2 0.862992 1.455685 0.720125
C21 3.853594 -0.809697 -0.379887
C22 1.660388 -1.361107 -2.172887
C23 1.505861 -1.132649 0.993394
H35 4.313767 -1.180190 -1.303237
H36 3.894441 -1.632537 0.345340
H37 4.489551 -0.009807 0.003498
H38 1.935759 -0.699132 1.919246
H39 1.801083 -2.200298 0.954879
H40 0.413686 -1.093520 1.087929
H41 2.541798 -1.414608 -2.836247
H42 0.852147 -0.960044 -2.802742
H43 1.405776 -2.394955 -1.901278
Cl3 -9.339520 -0.123728 1.128063
C24 -7.742232 0.419044 0.828687
C25 -7.467196 1.793275 0.800266
C26 -6.192647 2.240892 0.436199
C27 -5.156133 1.344800 0.130599
C28 -5.428460 -0.034616 0.225113
C29 -6.710324 -0.498318 0.549392
C30 -3.769689 1.895615 -0.190120
O5 -3.583776 3.117637 -0.193963
O6 -2.886911 0.973619 -0.447707
H44 -8.255349 2.500284 1.040204
H45 -6.000091 3.308854 0.401126
H46 -4.642926 -0.765794 0.025620
H47 -6.931573 -1.567966 0.596810

Forces on atoms 1 to 2 (eV/Å):
C -0.118 0.101 0.251
C 1.172 -0.362 -0.528